{
  "formula": "C29H28N3O7Sn",
  "method": "the ωB97M-V functional and the def2-TZVPD basis",
  "orbital_gap_ev": [4.6, 2.5],
  "spin_multiplicity": 1,
  "max_force_ev_per_a": 6.45,
  "total_charge": -1,
  "energy_ha": -2026.79359,
  "homo_energy_ev": [-2.699, -1.174],
  "elements": ["C", "C", "C", "H", "C", "C", "H", "C", "C", "C", "H", "C", "C", "H", "H", "H", "H", "H", "H", "Sn", "C", "C", "C", "H", "H", "H", "H", "H", "H", "C", "C", "H", "H", "O", "N", "C", "H", "C", "C", "H", "C", "H", "C", "H", "C", "H", "C", "H", "H", "H", "O", "C", "O", "C", "C", "C", "C", "C", "C", "N", "O", "O", "N", "O", "O", "H", "H", "H"],
  "coordinates": [[1.84400, 0.04900, 1.54270], [2.32860, -0.49580, 0.32960], [2.23280, 0.49320, -0.66030], [2.68460, -1.50120, 0.18200], [1.67170, 1.64570, -0.06850], [1.44520, 1.37050, 1.29940], [1.40240, 2.55570, -0.57390], [-1.14360, -1.43550, 1.48350], [-0.11400, -2.17320, 0.86040], [-0.40660, -2.26500, -0.51610], [0.74880, -2.59000, 1.34750], [-1.64400, -1.61290, -0.74460], [-2.08670, -1.11050, 0.49200], [2.48000, 0.37060, -1.70080], [0.98150, 2.03630, 2.00430], [1.76050, -0.47150, 2.48170], [-2.95850, -0.50310, 0.65090], [0.20290, -2.75400, -1.25590], [-1.20250, -1.16240, 2.52310], [0.00000, 0.00000, 0.00000], [-2.38560, -1.48320, -2.04840], [-3.77180, -2.11660, -1.88740], [-1.65150, -2.18420, -3.18810], [-3.68700, -3.09800, -1.42480], [-4.25860, -2.23770, -2.85570], [-4.41640, -1.50640, -1.25900], [-1.70720, -3.26550, -3.07810], [-0.60100, -1.90490, -3.22710], [-2.10480, -1.92590, -4.14500], [-2.59210, 0.00420, -2.40350], [-1.31520, 0.70450, -2.71970], [-3.02150, 0.53060, -1.55090], [-3.30340, 0.08870, -3.22060], [-0.29060, 0.56250, -2.01940], [-1.22630, 1.50180, -3.80090], [-0.23470, 2.52360, -4.06100], [-1.75480, 1.15980, -4.58840], [1.15800, 2.02270, -4.36970], [2.30150, 2.64120, -3.88260], [2.24060, 3.52450, -3.26220], [3.55790, 2.14550, -4.20820], [4.43550, 2.65090, -3.82930], [3.68340, 1.02510, -5.01300], [4.66300, 0.64070, -5.26470], [2.54220, 0.39910, -5.49920], [2.62880, -0.47560, -6.13020], [1.29000, 0.89690, -5.18100], [0.40420, 0.40570, -5.56860], [-0.20130, 3.21400, -3.21810], [-0.60830, 3.11010, -4.90010], [-3.12650, 1.02330, 2.24280], [-1.88620, 1.28200, 2.57650], [-0.86590, 0.97590, 1.76770], [-1.50550, 1.22690, 4.03880], [-0.26690, 1.71410, 4.50530], [0.17700, 1.50640, 5.82150], [-0.64510, 0.79660, 6.70390], [-1.89960, 0.31100, 6.29200], [-2.32310, 0.53970, 4.95960], [-2.70630, -0.43870, 7.20470], [-2.32470, -0.65990, 8.31350], [-3.76150, -0.87620, 6.85500], [1.46290, 1.98260, 6.24410], [2.17330, 2.56730, 5.48150], [1.85580, 1.76640, 7.35030], [0.37890, 2.25710, 3.86510], [-0.30270, 0.61210, 7.71430], [-3.26680, 0.12720, 4.62800]],
  "forces_ev_per_angstrom": [[1.10, 0.37, 0.50], [1.25, 0.26, 0.16], [1.57, 0.27, -0.30], [-0.01, -0.10, -0.03], [1.20, 0.86, 0.41], [2.19, 1.06, 0.34], [0.00, 0.13, -0.10], [-0.76, -2.52, 0.41], [-0.95, -1.29, 0.94], [-0.68, -1.26, -0.52], [0.14, 0.08, 0.03], [-0.58, -1.45, 0.04], [-0.91, -0.92, -0.14], [-0.02, -0.01, -0.14], [0.30, -0.09, -0.24], [-0.09, -0.03, 0.06], [-0.05, 0.14, 0.12], [0.12, -0.02, -0.08], [0.07, -0.14, -0.07], [-1.25, 1.68, 0.53], [-0.02, -0.05, 0.23], [-0.08, -0.03, -0.10], [0.04, 0.04, -0.01], [0.05, -0.03, 0.01], [-0.09, 0.05, -0.16], [-0.02, 0.05, 0.14], [0.02, -0.08, 0.08], [0.12, 0.07, -0.01], [-0.12, 0.00, -0.15], [0.12, -0.23, -0.25], [1.97, -0.43, 0.42], [-0.05, 0.05, 0.20], [-0.09, 0.14, -0.26], [-1.41, 1.15, -3.58], [-1.17, 0.15, -0.94], [0.45, 0.10, 0.29], [-0.38, 0.49, 0.07], [-0.08, -0.40, -0.09], [-0.01, -0.03, -0.19], [-0.16, 0.01, 0.13], [-0.04, 0.06, -0.04], [0.05, -0.05, 0.04], [-0.02, -0.01, -0.01], [0.01, -0.01, 0.02], [0.02, 0.02, -0.01], [0.01, -0.03, 0.00], [0.15, 0.11, 0.03], [0.02, -0.03, 0.05], [0.01, -0.12, 0.14], [-0.05, -0.04, -0.09], [3.78, 2.19, 1.36], [-1.98, -4.56, -2.88], [-3.55, 3.69, 3.91], [0.58, 0.56, 1.58], [-0.65, -0.25, -0.18], [-1.52, -0.54, -0.29], [-0.45, -0.37, 0.46], [1.99, 1.43, -1.38], [-0.25, -0.16, -0.24], [0.05, -0.16, -0.23], [1.94, 0.21, 2.51], [-2.18, -0.34, -1.93], [-0.75, -0.42, -0.44], [0.76, 1.49, -2.89], [-0.09, -1.15, 3.40], [0.44, 0.31, -0.59], [-0.05, 0.00, -0.06], [0.02, 0.15, -0.02]]
}